Computed, not measured: a structure of composition C27H44BrNOP2SSn, with ωB97M-V with the def2-TZVPD basis set.

## Properties
- net charge = +2
- E_HOMO (eV) = -13.33
- total energy (Eh) = -5053.6969
- Kohn-Sham gap (eV) = 6.4
- ΔE to the lowest compared entry with this formula, charge and spin (kcal per mole) = 43.5

Cartesian coordinates (Å):
1 C 2.3667 4.5380 -0.3694
2 C 1.3171 4.1543 -1.2149
3 C 1.5269 3.6505 -2.5036
4 C 2.8436 3.6805 -2.9884
5 N 3.8458 4.0834 -2.2064
6 C 3.6493 4.5259 -0.9606
7 C -0.0359 4.0204 -0.7589
8 C -0.9856 3.3389 -0.3404
9 C -2.1469 2.7752 0.2841
10 C -2.4560 1.3601 0.5564
11 C -3.6769 1.0569 1.2113
12 C -4.3981 2.1710 1.7356
13 C -4.1991 3.5427 1.4274
14 C -3.0332 3.8191 0.6770
15 Sn -0.4844 -0.3599 1.5881
16 P 2.2055 -0.5339 0.2253
17 H 0.7247 3.0832 -2.9985
18 H 2.2006 4.6533 0.7165
19 H 3.0560 3.3192 -4.0023
20 H 4.5307 4.8394 -0.3883
21 H -2.7301 4.8530 0.4304
22 H -1.9631 0.3438 0.1807
23 H -4.8958 4.3183 1.8059
24 H -4.0010 -0.0279 1.3440
25 C 2.8907 -2.2312 0.4993
26 C 4.0337 -2.7418 -0.3697
27 H 2.0184 -2.8933 0.3827
28 H 3.1739 -2.2766 1.5624
29 H 4.2209 -3.7962 -0.1336
30 H 3.8170 -2.6894 -1.4413
31 H 4.9717 -2.2087 -0.1851
32 C 2.3687 -0.1226 -1.5690
33 C 3.7144 0.2976 -2.1491
34 H 1.6362 0.6850 -1.7222
35 H 1.9724 -0.9888 -2.1184
36 H 3.6180 0.4177 -3.2342
37 H 4.0551 1.2650 -1.7686
38 H 4.5172 -0.4275 -1.9891
39 C 3.3297 0.6172 1.1597
40 C 4.8237 0.3088 1.2924
41 H 2.8821 0.6544 2.1700
42 H 3.1802 1.6161 0.7165
43 H 5.2940 1.0950 1.8990
44 H 5.0108 -0.6461 1.7995
45 H 5.3442 0.2987 0.3270
46 Br -5.8183 1.6967 3.0895
47 P -1.6595 -1.7221 -0.9999
48 C -0.5116 -2.6047 -2.1658
49 C -0.9645 -3.9266 -2.8249
50 H 0.4064 -2.7910 -1.5669
51 H -0.2549 -1.8605 -2.9499
52 H -0.1152 -4.2808 -3.4393
53 H -1.2022 -4.7172 -2.0905
54 H -1.8335 -3.7901 -3.4961
55 C -2.7355 -2.9959 -0.1824
56 C -4.1301 -3.2792 -0.7589
57 H -2.8326 -2.6372 0.8596
58 H -2.1534 -3.9365 -0.1584
59 H -4.6423 -3.9692 -0.0720
60 H -4.7625 -2.3840 -0.8431
61 H -4.0848 -3.7678 -1.7453
62 C -2.7731 -0.6363 -2.0122
63 C -3.2008 -0.9715 -3.4446
64 H -2.2425 0.3298 -2.0314
65 H -3.6746 -0.4771 -1.4007
66 H -3.7591 -0.1074 -3.8312
67 H -2.3614 -1.1339 -4.1284
68 H -3.8740 -1.8343 -3.5114
69 C -1.1979 -1.8563 5.9074
70 S -1.8927 -0.7380 4.6606
71 C -0.9229 0.8343 4.7334
72 O -1.5018 -1.1012 3.1724
73 H -1.7712 -1.6386 6.8261
74 H -0.1355 -1.5924 6.0164
75 H -1.3375 -2.8730 5.5319
76 H 0.1064 0.5068 5.0243
77 H -0.8970 1.3524 3.7217
78 H -1.4035 1.4643 5.5302

Atom-resolved charges from Löwdin, all expressed in e: atom 1 (C): -0.0092, atom 2 (C): -0.2595, atom 3 (C): -0.0254, atom 4 (C): -0.1317, atom 5 (N): 0.0573, atom 6 (C): -0.1226, atom 7 (C): 0.0696, atom 8 (C): 0.0260, atom 9 (C): -0.2059, atom 10 (C): -0.1974, atom 11 (C): -0.1532, atom 12 (C): -0.5595, atom 13 (C): -0.0647, atom 14 (C): -0.0090, atom 15 (Sn): 1.2436, atom 16 (P): 0.8299, atom 17 (H): 0.1229, atom 18 (H): 0.1240, atom 19 (H): 0.1187, atom 20 (H): 0.1158, atom 21 (H): 0.1389, atom 22 (H): -0.0793, atom 23 (H): 0.1280, atom 24 (H): 0.1278, atom 25 (C): -0.4184, atom 26 (C): -0.1351, atom 27 (H): 0.0550, atom 28 (H): 0.0823, atom 29 (H): 0.0843, atom 30 (H): 0.0708, atom 31 (H): 0.0693, atom 32 (C): -0.3981, atom 33 (C): -0.1291, atom 34 (H): 0.0596, atom 35 (H): 0.0600, atom 36 (H): 0.0844, atom 37 (H): 0.0596, atom 38 (H): 0.0656, atom 39 (C): -0.4027, atom 40 (C): -0.1317, atom 41 (H): 0.0613, atom 42 (H): 0.0702, atom 43 (H): 0.0840, atom 44 (H): 0.0711, atom 45 (H): 0.0703, atom 46 (Br): 0.6495, atom 47 (P): 0.9463, atom 48 (C): -0.3972, atom 49 (C): -0.1221, atom 50 (H): 0.0534, atom 51 (H): 0.0841, atom 52 (H): 0.0889, atom 53 (H): 0.0737, atom 54 (H): 0.0776, atom 55 (C): -0.3993, atom 56 (C): -0.1283, atom 57 (H): 0.0496, atom 58 (H): 0.0833, atom 59 (H): 0.0864, atom 60 (H): 0.0707, atom 61 (H): 0.0785, atom 62 (C): -0.3986, atom 63 (C): -0.1172, atom 64 (H): 0.0717, atom 65 (H): 0.0732, atom 66 (H): 0.0890, atom 67 (H): 0.0734, atom 68 (H): 0.0739, atom 69 (C): -0.1998, atom 70 (S): 0.9654, atom 71 (C): -0.2249, atom 72 (O): -0.8386, atom 73 (H): 0.0845, atom 74 (H): 0.0669, atom 75 (H): 0.0763, atom 76 (H): 0.0695, atom 77 (H): 0.0359, atom 78 (H): 0.0864